{
  "formula": "C56H26AsF27GeNO2S2Ta",
  "method": "wB97M-V/def2-TZVPD",
  "elements": ["Ta", "C", "C", "C", "C", "C", "N", "C", "C", "C", "C", "C", "C", "C", "C", "O", "C", "F", "F", "F", "C", "F", "F", "F", "C", "C", "C", "O", "C", "F", "F", "F", "C", "F", "F", "F", "H", "H", "H", "H", "H", "H", "H", "H", "H", "H", "H", "H", "S", "C", "C", "C", "C", "C", "C", "As", "C", "C", "C", "C", "C", "C", "C", "C", "C", "C", "C", "C", "H", "H", "H", "H", "H", "H", "H", "H", "H", "H", "H", "H", "H", "H", "F", "C", "C", "C", "F", "C", "F", "C", "F", "C", "F", "Ge", "S", "C", "C", "F", "C", "F", "C", "F", "C", "F", "C", "F", "C", "C", "F", "C", "F", "C", "F", "C", "F", "C", "F"],
  "xyz": [[-0.3027, 0.2511, 0.3190], [3.3675, 0.6721, 6.1805], [2.7095, 0.9277, 4.8477], [3.4072, 1.4615, 3.7747], [2.7687, 1.7451, 2.5822], [1.4072, 1.5225, 2.4159], [0.7234, 1.8522, 1.1972], [0.8441, 3.1778, 0.6955], [1.5788, 4.1515, 1.3911], [1.8643, 5.3926, 0.8564], [1.4000, 5.7675, -0.3965], [1.8033, 7.0636, -1.0548], [0.5291, 4.8899, -1.0159], [0.2269, 3.6327, -0.4950], [-0.8787, 2.8692, -1.2052], [-1.0380, 1.5883, -0.6883], [-0.6269, 2.7254, -2.7823], [-1.4178, 3.4858, -3.5419], [-0.8449, 1.4604, -3.1608], [0.6355, 3.0299, -3.1081], [-2.2449, 3.6144, -1.0091], [-3.2516, 2.8154, -1.3910], [-2.4228, 3.9296, 0.2740], [-2.3270, 4.7551, -1.7042], [0.7156, 0.8819, 3.4621], [1.3667, 0.6233, 4.6611], [-0.7591, 0.5028, 3.2524], [-0.9553, -0.1734, 2.0401], [-1.6482, 1.8397, 3.2888], [-1.0181, 2.8402, 3.9115], [-1.9503, 2.2564, 2.0627], [-2.8275, 1.6631, 3.9064], [-1.3347, -0.4303, 4.3513], [-2.5530, -0.8661, 3.9952], [-0.5651, -1.5130, 4.5060], [-1.4523, 0.1890, 5.5363], [4.4366, 0.8786, 6.1354], [3.2276, -0.3648, 6.4922], [2.9275, 1.3114, 6.9487], [4.4698, 1.6626, 3.8682], [3.3396, 2.1378, 1.7511], [1.9381, 3.9273, 2.3818], [2.4619, 6.0890, 1.4384], [2.4189, 7.6670, -0.3881], [0.9296, 7.6519, -1.3463], [2.3748, 6.8611, -1.9637], [0.0571, 5.2005, -1.9422], [0.8397, 0.1750, 5.4913], [1.6525, -1.0807, 1.1589], [2.1071, -2.1217, -0.1896], [2.4321, -3.4557, 0.0382], [2.8068, -4.2616, -1.0294], [2.8691, -3.7351, -2.3113], [2.5732, -2.3955, -2.5297], [2.1976, -1.5820, -1.4692], [1.7483, 0.3138, -1.5518], [3.4214, 1.0534, -0.8510], [3.5791, 2.4381, -0.8650], [4.7260, 3.0238, -0.3472], [5.7371, 2.2257, 0.1704], [5.5977, 0.8431, 0.1552], [4.4421, 0.2589, -0.3470], [2.1403, 0.5246, -3.4689], [1.2653, -0.0619, -4.3790], [1.4603, 0.0975, -5.7416], [2.5291, 0.8530, -6.2054], [3.4125, 1.4213, -5.2998], [3.2171, 1.2620, -3.9331], [2.3981, -3.8405, 1.0517], [3.0616, -5.3007, -0.8523], [3.1624, -4.3626, -3.1451], [2.6573, -1.9853, -3.5252], [2.7979, 3.0660, -1.2800], [4.8241, 4.1041, -0.3428], [6.6299, 2.6797, 0.5857], [6.3942, 0.2109, 0.5311], [4.3393, -0.8173, -0.3305], [0.4259, -0.6448, -4.0202], [0.7737, -0.3638, -6.4414], [2.6694, 1.0001, -7.2698], [4.2571, 2.0008, -5.6537], [3.9130, 1.7065, -3.2391], [-0.6579, -3.3481, 1.5101], [-1.1693, -4.4806, 1.0388], [-2.2628, -4.4083, 0.1853], [-2.8064, -5.6113, -0.2317], [-3.8937, -5.6412, -1.0112], [-2.2663, -6.8237, 0.1486], [-2.8028, -7.9705, -0.2692], [-1.1601, -6.8490, 0.9712], [-0.6360, -8.0126, 1.3372], [-0.6035, -5.6727, 1.4298], [0.4575, -5.7123, 2.2376], [-2.8360, -2.5847, -0.3685], [-1.1509, -1.5030, -1.2380], [-4.1492, -2.8399, -1.8360], [-5.4616, -2.3912, -1.8712], [-5.9765, -1.6654, -0.8734], [-6.3024, -2.6682, -2.9333], [-7.5621, -2.2365, -2.9298], [-5.8303, -3.3980, -4.0032], [-6.6317, -3.6745, -5.0220], [-4.5210, -3.8370, -4.0180], [-4.0663, -4.5313, -5.0604], [-3.7109, -3.5522, -2.9438], [-2.4505, -4.0107, -2.9578], [-3.8849, -1.8856, 1.1456], [-4.6591, -2.6842, 1.9671], [-4.6017, -4.0170, 1.8714], [-5.5163, -2.1387, 2.9014], [-6.2493, -2.9218, 3.6900], [-5.6174, -0.7675, 3.0163], [-6.4345, -0.2409, 3.9178], [-4.8727, 0.0611, 2.1992], [-4.9946, 1.3821, 2.2957], [-4.0142, -0.5154, 1.2956], [-3.2737, 0.2846, 0.5153]],
  "forces_ev_per_angstrom": [[1.531, -1.230, 0.794], [-0.069, -0.005, -0.146], [0.040, -0.011, 0.076], [0.081, -0.002, 0.051], [0.057, -0.026, -0.222], [-0.135, -0.032, 0.171], [-0.358, -0.216, -0.264], [-0.183, 0.047, 0.135], [-0.048, -0.096, 0.001], [0.020, 0.044, 0.093], [0.073, 0.148, -0.053], [-0.149, -0.121, 0.025], [-0.016, -0.060, 0.013], [-0.079, -0.168, -0.012], [-0.031, -0.040, -0.498], [-1.046, 2.264, -0.996], [-0.033, -0.331, 0.085], [0.070, 0.039, 0.022], [-0.076, 0.084, 0.138], [0.035, -0.023, 0.036], [-0.083, -0.204, 0.164], [0.110, 0.156, -0.010], [-0.039, -0.086, -0.111], [-0.005, 0.006, 0.216], [-0.242, 0.070, -0.121], [0.030, -0.016, 0.000], [-0.331, 0.672, 0.315], [-0.566, 0.689, 0.959], [-0.175, -0.159, -0.024], [0.048, -0.194, 0.070], [0.134, -0.101, -0.183], [0.193, -0.001, 0.141], [0.034, -0.288, -0.224], [0.183, -0.041, 0.119], [-0.077, 0.113, 0.048], [0.140, -0.139, -0.109], [-0.031, -0.017, 0.016], [0.023, 0.035, 0.005], [0.038, -0.023, 0.008], [-0.059, -0.013, -0.018], [-0.033, 0.049, 0.027], [0.073, -0.012, -0.003], [-0.019, -0.080, -0.049], [-0.017, -0.003, -0.028], [0.048, -0.023, 0.040], [0.019, 0.055, 0.045], [0.058, -0.039, 0.034], [-0.021, -0.003, -0.061], [-0.013, -0.406, -0.165], [-0.014, -0.025, 0.105], [0.026, 0.021, -0.015], [0.014, 0.024, 0.118], [0.029, -0.038, -0.071], [0.061, 0.106, 0.016], [-0.076, -0.134, 0.036], [1.896, -0.900, -0.765], [-0.257, 0.317, 0.082], [-0.116, -0.023, 0.012], [0.045, 0.073, -0.017], [0.001, -0.038, 0.014], [0.029, 0.032, -0.018], [0.025, -0.038, 0.041], [-0.667, 0.240, 0.112], [-0.030, 0.024, 0.003], [-0.022, -0.055, -0.035], [0.048, 0.031, 0.013], [-0.001, 0.006, -0.062], [0.083, -0.051, -0.008], [-0.059, -0.047, -0.084], [-0.039, 0.052, -0.023], [-0.022, 0.042, 0.050], [-0.004, -0.024, -0.056], [0.017, 0.058, 0.041], [-0.014, -0.070, -0.021], [-0.035, -0.034, -0.053], [-0.063, 0.037, 0.032], [0.012, -0.022, -0.022], [-0.062, -0.015, -0.019], [0.016, 0.027, 0.033], [0.018, -0.034, 0.049], [-0.034, -0.022, 0.015], [0.056, 0.070, -0.010], [0.264, 0.319, 0.228], [-0.427, -0.001, -0.339], [0.219, 0.286, -0.045], [0.044, 0.261, 0.015], [-0.014, -0.041, -0.023], [-0.154, -0.141, -0.122], [-0.011, -0.001, -0.003], [0.101, -0.179, 0.085], [0.035, -0.093, 0.021], [0.138, -0.047, 0.096], [-0.015, 0.054, -0.001], [-0.668, -0.873, 0.146], [0.088, 0.091, 0.186], [0.166, 0.121, -0.011], [0.323, -0.083, 0.028], [-0.002, 0.048, 0.142], [-0.117, 0.055, 0.076], [-0.040, 0.019, -0.010], [-0.069, -0.003, -0.090], [-0.075, -0.011, -0.112], [0.124, -0.129, -0.180], [0.003, -0.021, 0.001], [0.060, 0.157, 0.317], [-0.022, -0.034, -0.082], [0.287, 0.331, -0.252], [0.244, 0.061, -0.145], [-0.094, -0.045, -0.004], [-0.074, -0.160, 0.130], [-0.006, -0.017, 0.023], [-0.144, 0.092, 0.106], [-0.066, 0.029, 0.043], [-0.033, 0.265, 0.015], [-0.040, -0.046, -0.027], [0.092, -0.473, 0.007], [-0.077, 0.354, -0.263]],
  "mulliken_charge": [0.064, -1.718, 0.606, -1.509, 0.236, -1.007, 1.496, 1.823, -0.566, -1.353, 0.365, -1.719, -0.784, -0.978, 1.378, -0.129, 0.488, -0.315, -0.142, -0.243, 0.551, -0.198, -0.229, -0.279, 0.110, -0.699, 2.309, 0.758, -0.075, -0.306, 0.071, -0.319, -0.488, 0.078, -0.203, -0.284, 0.408, 0.363, 0.336, 0.321, 0.494, 0.711, 0.350, 0.388, 0.385, 0.333, 0.556, 0.520, -0.618, 1.327, -1.067, -0.836, -1.003, -1.045, -0.167, 2.060, 0.918, -0.484, -0.795, -0.850, -0.865, -0.794, 0.144, -0.187, -0.822, -0.741, -0.784, -0.723, 0.636, 0.419, 0.411, 0.503, 0.536, 0.471, 0.384, 0.437, 0.496, 0.470, 0.452, 0.384, 0.420, 0.396, 0.198, 0.370, -0.652, 0.653, -0.329, 0.072, -0.307, 0.743, -0.312, -0.547, -0.340, 2.059, -1.328, -0.603, 0.259, -0.263, 0.034, -0.296, 0.662, -0.302, 0.150, -0.299, 0.184, -0.347, -0.007, 0.618, -0.339, 0.077, -0.337, 0.649, -0.343, 0.067, -0.376, -0.237, -0.269],
  "gap_ev": 7.050,
  "de_lowest_kj_mol": 0.0,
  "spin_multiplicity": 1,
  "total_energy_ev": -278031.904
}